1.
Molecular formula: C55H31F17GeN4PdS4
Method: DFT, ωB97M-V with the def2-TZVPD basis set

CARTESIAN COORDINATES (ANGSTROEM)
Pd -0.953 0.889 -1.769
N -2.100 -1.023 -1.318
S -1.695 -2.401 -1.137
N -1.083 -2.901 0.350
S 0.403 -2.895 0.694
N 1.350 -1.737 0.369
S 1.108 -0.112 0.753
N 0.434 0.812 -0.127
C 0.362 -0.179 2.374
C 1.066 -0.371 3.556
C 0.369 -0.377 4.753
C -1.006 -0.191 4.758
C -1.693 0.012 3.572
C -1.012 0.027 2.364
C 2.830 0.262 1.031
C 3.781 -0.647 1.467
C 5.088 -0.224 1.638
C 5.438 1.090 1.354
C 4.488 1.983 0.892
C 3.172 1.570 0.723
C 0.392 -3.332 2.427
C 1.625 -3.587 3.016
C 1.667 -3.941 4.351
C 0.484 -4.035 5.077
C -0.736 -3.780 4.474
C -0.793 -3.429 3.131
C 1.259 -4.286 -0.037
C 2.433 -4.117 -0.749
C 3.049 -5.243 -1.282
C 2.496 -6.498 -1.088
C 1.316 -6.650 -0.367
C 0.688 -5.538 0.163
C -3.054 -3.561 -1.207
C -4.076 -3.174 -2.064
C -5.187 -3.993 -2.205
C -5.271 -5.177 -1.491
C -4.250 -5.548 -0.627
C -3.135 -4.738 -0.479
C -0.476 -3.096 -2.258
C -0.512 -4.412 -2.703
C 0.485 -4.864 -3.551
C 1.501 -4.008 -3.956
C 1.526 -2.698 -3.510
C 0.541 -2.237 -2.650
H 2.137 -0.494 3.548
H 0.903 -0.510 5.683
H -1.541 -0.184 5.697
H -2.759 0.185 3.583
H -1.521 0.228 1.431
H 3.507 -1.671 1.663
H 5.838 -0.922 1.980
H 6.462 1.413 1.482
H 4.767 2.999 0.654
H 2.414 2.227 0.328
H 2.535 -3.520 2.438
H 2.616 -4.141 4.824
H 0.519 -4.309 6.121
H -1.649 -3.845 5.045
H -1.729 -3.207 2.645
H 2.838 -3.129 -0.896
H 3.960 -5.131 -1.851
H 2.983 -7.368 -1.503
H 0.887 -7.629 -0.222
H -0.229 -5.641 0.725
H -3.999 -2.232 -2.584
H -5.990 -3.698 -2.865
H -6.141 -5.809 -1.600
H -4.326 -6.464 -0.061
H -2.345 -5.008 0.203
H -1.306 -5.078 -2.400
H 0.461 -5.885 -3.907
H 2.268 -4.364 -4.629
H 2.305 -2.022 -3.833
H 0.557 -1.207 -2.296
F 0.854 2.626 -2.647
C 0.720 3.908 -3.084
C -0.074 4.828 -2.417
C -0.037 6.112 -2.944
F -0.695 7.125 -2.356
C 0.691 6.460 -4.073
F 0.683 7.716 -4.529
C 1.450 5.499 -4.719
F 2.165 5.816 -5.801
C 1.468 4.211 -4.214
F 2.213 3.275 -4.808
Ge -1.169 4.355 -0.820
S -2.493 2.698 -0.973
C 0.133 4.331 0.682
C -0.147 3.618 1.841
F -1.288 2.935 1.966
C 0.692 3.598 2.944
F 0.379 2.885 4.032
C 1.860 4.346 2.923
F 2.687 4.339 3.974
C 2.167 5.087 1.795
F 3.295 5.808 1.760
C 1.308 5.058 0.702
F 1.668 5.830 -0.341
C -2.327 5.915 -0.423
C -3.231 6.315 -1.391
F -3.203 5.745 -2.606
C -4.173 7.308 -1.186
F -5.016 7.670 -2.154
C -4.230 7.941 0.048
F -5.132 8.899 0.269
C -3.344 7.568 1.044
F -3.392 8.167 2.236
C -2.417 6.565 0.789
F -1.595 6.249 1.807
F -0.880 0.275 -4.309
C -1.763 0.976 -3.498
F -1.826 2.221 -4.042
H -2.744 0.487 -3.590

Values from the calculation:
Relative energy (zero: lowest compared OMol25 entry of this formula, charge and spin): 0.579 eV
E_LUMO: -0.514 eV
Total charge: 0
Frontier orbital gap: 6.573 eV



2.
Molecular formula: C5H6OS2
Method: DFT, ωB97M-V with the def2-TZVPD basis set

CARTESIAN COORDINATES (ANGSTROEM)
C -1.514 -1.583 -0.165
C -1.140 -0.119 -0.062
C 0.042 0.420 -0.192
C 0.108 1.907 0.080
S 1.252 3.069 -0.246
O 1.179 -0.364 -0.571
C 2.240 -0.112 0.197
S 3.647 -0.731 -0.127
H -2.249 -1.707 -0.926
H -1.906 -1.847 0.856
H -0.728 -2.354 -0.366
H -1.975 0.669 0.160
H -1.006 2.192 0.313
H 2.050 0.560 1.048

Values from the calculation:
Relative energy (zero: lowest compared OMol25 entry of this formula, charge and spin): 2.429 eV
Structure (SMILES): C/C=C(/C=S)OC=S
E_LUMO: -1.097 eV
Total charge: 0
Frontier orbital gap: 7.824 eV



3.
Molecular formula: C27H21ClO20
Method: DFT, ωB97M-V with the def2-TZVPD basis set

CARTESIAN COORDINATES (ANGSTROEM)
O 0.487 -1.674 0.592
C 0.524 -2.302 -0.452
C -0.477 -3.317 -0.795
C -0.391 -3.995 -1.941
O -1.314 -4.939 -2.273
C 0.718 -3.752 -2.907
O 0.775 -4.406 -3.939
C 1.705 -2.721 -2.576
C 1.618 -2.039 -1.431
O 2.525 -1.077 -1.112
H -1.275 -3.485 -0.084
H -1.032 -5.284 -3.142
H 2.494 -2.542 -3.294
H 2.246 -0.732 -0.239
O -2.647 -0.567 -9.047
C -2.364 -0.965 -7.930
C -1.356 -2.004 -7.696
C -1.087 -2.425 -6.458
O -0.152 -3.386 -6.226
C -1.799 -1.861 -5.275
O -1.542 -2.281 -4.158
C -2.790 -0.805 -5.506
C -3.056 -0.383 -6.744
O -3.971 0.598 -6.975
H -0.849 -2.406 -8.563
H -0.145 -3.516 -5.252
H -3.286 -0.392 -4.638
H -3.982 0.721 -7.944
O 0.563 6.325 -0.183
C 0.702 5.123 -0.039
C -0.390 4.254 0.416
C -0.193 2.944 0.577
O -1.198 2.124 0.996
C 1.132 2.319 0.308
O 1.281 1.120 0.485
C 2.217 3.183 -0.169
C 2.020 4.492 -0.334
O 3.017 5.307 -0.779
H -1.346 4.721 0.610
H -0.805 1.229 1.035
H 3.169 2.713 -0.377
H 2.626 6.202 -0.812
O 2.809 2.831 2.732
C 2.364 3.370 3.731
C 2.774 4.714 4.150
C 2.275 5.262 5.260
O 2.644 6.509 5.660
C 1.292 4.533 6.112
O 0.871 5.057 7.128
C 0.864 3.199 5.680
C 1.360 2.652 4.568
O 0.971 1.414 4.152
H 3.490 5.231 3.524
H 2.148 6.675 6.485
H 0.137 2.688 6.297
H 1.472 1.246 3.329
C 0.950 -3.924 3.443
O -0.016 -3.300 4.325
C -1.149 -2.793 3.613
O -1.932 -3.808 2.910
C -3.231 -3.841 3.473
O -3.527 -4.825 4.205
O -4.211 -2.803 3.217
Cl -5.712 -3.611 3.376
H 0.513 -4.348 2.477
H 1.779 -3.169 3.150
H 1.455 -4.813 3.981
H -0.906 -1.934 2.888
H -1.855 -2.330 4.407

Values from the calculation:
Structure (SMILES): O=C1C=C(O)C(=O)C=C1O.O=C1C=C(O)C(=O)C=C1O.O=C1C=C(O)C(=O)C=C1O.O=C1C=C(O)C(=O)C=C1O.COCOC(=O)OCl
E_LUMO: -1.934 eV
Total charge: 0
Frontier orbital gap: 7.867 eV



4.
Molecular formula: C3H6BrNO3
Method: DFT, ωB97M-V with the def2-TZVPD basis set

CARTESIAN COORDINATES (ANGSTROEM)
C -0.089 0.867 -1.205
C -0.917 -1.160 1.182
C 0.609 0.437 0.085
N 0.590 1.233 1.109
O -0.121 2.188 1.494
O 0.830 1.478 -2.062
O -0.773 -2.305 0.527
Br 2.016 -0.844 0.058
H -0.791 1.535 -0.900
H -0.473 0.009 -1.783
H -0.753 -1.067 2.345
H -1.634 -0.416 0.740
H 1.564 0.961 -2.444
H -0.058 -2.914 0.854

Values from the calculation:
Relative energy (zero: lowest compared OMol25 entry of this formula, charge and spin): 3.611 eV
E_LUMO (spin up / spin down): -1.181 / -1.439 eV
Total charge: 0
Frontier orbital gap (spin up / spin down): 6.443 / 6.105 eV



| no. | DFT total energy (eV) |
| --- | --- |
| 1 | -213022.7724 |
| 2 | -28997.5265 |
| 3 | -81806.0037 |
| 4 | -80876.8443 |